16 unconnected molecules or ions with the total composition C66H160Br5N11O11 at a distorted geometry. Source: OMol25; level of theory: ωB97M-V with the def2-TZVPD basis set.

Geometry as ORCA input:
```
! RIJCOSX wB97M-V def2-TZVPD def2/J DEFGRID3
* xyz 6 1
C 0.846 6.591 8.420
C 0.600 6.187 7.031
C -0.897 6.334 6.605
C -1.110 6.255 5.090
C -0.486 7.504 4.524
C 1.052 7.580 4.772
N 1.337 7.286 6.176
O 2.416 7.841 6.637
C 1.552 8.970 4.483
C 1.911 6.589 3.930
C 1.289 4.886 6.768
H 1.801 6.337 8.866
H 0.131 6.007 8.984
H 0.693 7.651 8.645
H -1.246 7.337 6.831
H -1.498 5.691 7.235
H -2.141 6.176 4.784
H -0.640 5.392 4.639
H -0.906 8.363 5.099
H -0.562 7.679 3.452
H 1.294 9.735 5.220
H 1.166 9.322 3.520
H 2.629 8.969 4.382
H 2.982 6.704 4.216
H 1.844 6.892 2.849
H 1.715 5.537 4.100
H 2.368 5.080 6.781
H 0.947 4.553 5.808
H 1.032 4.135 7.489
C -2.912 -4.444 0.295
C -3.160 -2.974 0.459
C -3.624 -2.703 1.973
C -3.635 -1.217 2.359
C -2.193 -0.721 2.035
C -1.533 -0.917 0.588
N -1.806 -2.348 0.021
O -1.216 -2.779 -0.758
C -0.008 -0.775 0.638
C -2.032 0.129 -0.542
C -4.259 -2.467 -0.503
H -3.816 -4.900 0.581
H -2.030 -4.755 0.905
H -2.781 -4.754 -0.742
H -2.798 -3.185 2.525
H -4.572 -3.232 2.114
H -3.901 -1.124 3.420
H -4.388 -0.603 1.808
H -1.507 -1.243 2.663
H -2.047 0.353 2.269
H 0.235 0.264 0.862
H 0.443 -0.990 -0.322
H 0.377 -1.470 1.422
H -1.575 1.097 -0.286
H -3.099 0.092 -0.610
H -1.738 -0.100 -1.562
H -3.979 -2.432 -1.571
H -4.682 -1.499 -0.296
H -5.146 -3.155 -0.462
C 1.659 -2.371 8.655
C 1.903 -2.789 7.190
C 1.748 -1.616 6.206
C 2.458 -1.855 4.896
C 3.952 -2.023 5.110
C 4.261 -3.275 5.978
N 3.416 -3.183 7.171
O 3.854 -3.757 8.270
C 5.745 -3.272 6.414
C 3.988 -4.665 5.325
C 1.047 -4.062 6.974
H 1.520 -3.270 9.312
H 0.759 -1.778 8.787
H 2.535 -1.798 9.037
H 2.244 -0.858 6.772
H 0.730 -1.287 6.287
H 2.207 -1.127 4.144
H 2.093 -2.816 4.474
H 4.440 -1.156 5.505
H 4.342 -2.286 4.130
H 6.048 -2.317 6.896
H 6.480 -3.400 5.618
H 5.937 -4.029 7.161
H 4.357 -5.539 5.936
H 4.700 -4.805 4.442
H 2.914 -4.802 5.049
H 1.296 -4.932 7.613
H 1.069 -4.437 5.950
H 0.030 -3.675 7.147
C 1.544 8.586 0.491
C 1.346 8.650 -0.963
C 1.928 9.934 -1.630
C 2.010 9.860 -3.137
C 2.913 8.714 -3.503
C 2.468 7.382 -3.008
N 2.120 7.447 -1.481
O 2.313 6.604 -0.812
C 3.612 6.339 -3.066
C 1.177 6.791 -3.762
C -0.164 8.469 -1.304
H 1.167 7.651 0.970
H 0.898 9.421 0.879
H 2.542 8.808 0.802
H 2.920 9.901 -1.191
H 1.417 10.793 -1.244
H 2.290 10.814 -3.605
H 0.992 9.731 -3.538
H 3.898 8.942 -3.049
H 3.109 8.700 -4.582
H 3.236 5.375 -2.709
H 4.479 6.639 -2.468
H 3.963 6.228 -4.101
H 0.903 5.893 -3.187
H 1.361 6.352 -4.717
H 0.348 7.467 -3.870
H -0.509 7.600 -0.724
H -0.328 8.365 -2.387
H -0.725 9.338 -0.985
C 1.908 -6.844 0.906
N 2.284 -6.080 -0.408
C 2.909 -7.077 -1.304
C 1.044 -5.591 -0.979
C 3.187 -4.924 0.022
C 3.726 -3.969 -1.102
O 2.860 -2.946 -1.574
H 1.370 -7.721 0.520
H 1.317 -6.172 1.508
H 2.814 -7.260 1.416
H 2.193 -7.905 -1.446
H 3.856 -7.405 -0.898
H 3.082 -6.566 -2.263
H 0.436 -5.003 -0.281
H 0.398 -6.442 -1.258
H 1.247 -4.990 -1.870
H 3.995 -5.455 0.494
H 2.638 -4.349 0.788
H 4.141 -4.484 -1.975
H 4.583 -3.458 -0.636
H 3.052 -2.187 -0.971
C 0.802 -3.738 -5.478
N 1.118 -5.045 -6.147
C 0.530 -5.041 -7.551
C 2.609 -5.153 -6.248
C 0.587 -6.336 -5.365
C -0.951 -6.507 -5.282
O -1.576 -5.388 -4.651
H 1.239 -2.931 -6.102
H 1.328 -3.720 -4.519
H -0.227 -3.656 -5.301
H 0.988 -4.344 -8.230
H -0.548 -4.884 -7.508
H 0.720 -6.028 -7.986
H 2.853 -5.983 -6.947
H 3.043 -5.307 -5.266
H 3.085 -4.302 -6.743
H 0.986 -6.247 -4.335
H 1.048 -7.141 -5.968
H -1.192 -7.416 -4.735
H -1.372 -6.561 -6.283
H -1.861 -5.741 -3.782
C -4.683 4.836 -2.237
C -4.170 4.122 -0.975
C -5.113 3.137 -0.371
O -4.503 2.385 0.605
C -4.325 3.060 1.894
N -2.922 3.249 -1.407
H -2.971 2.897 -2.339
H -2.058 3.770 -1.286
H -2.863 2.542 -0.659
H -5.005 4.121 -3.007
H -4.053 5.576 -2.666
H -5.619 5.379 -1.985
H -3.867 4.796 -0.157
H -5.461 2.384 -1.074
H -5.974 3.700 0.038
H -4.517 2.243 2.632
H -5.076 3.832 1.995
H -3.315 3.436 1.994
C -8.117 -1.369 -7.053
C -7.039 -1.363 -6.011
C -6.529 -2.807 -5.711
O -5.365 -2.703 -5.005
C -4.740 -3.946 -4.862
N -5.840 -0.478 -6.294
H -5.114 -0.598 -5.590
H -5.559 -0.651 -7.287
H -6.213 0.463 -6.356
H -7.919 -1.860 -8.026
H -8.583 -0.410 -7.211
H -8.982 -1.937 -6.671
H -7.452 -0.953 -5.045
H -6.510 -3.422 -6.603
H -7.325 -3.205 -5.055
H -3.760 -3.758 -4.516
H -4.537 -4.387 -5.846
H -5.322 -4.668 -4.201
C 2.282 2.044 -7.178
C 1.538 1.280 -6.110
C 2.262 0.866 -4.893
O 1.376 0.372 -3.959
C 2.076 0.062 -2.794
N 0.328 2.179 -5.666
H 0.468 2.694 -4.788
H 0.045 2.838 -6.388
H -0.587 1.659 -5.449
H 1.724 2.041 -8.126
H 3.118 1.452 -7.538
H 2.636 3.012 -6.876
H 1.119 0.382 -6.576
H 2.787 1.730 -4.462
H 3.017 0.133 -5.132
H 2.507 0.986 -2.395
H 2.859 -0.657 -2.880
H 1.398 -0.249 -2.022
C -4.492 -10.894 0.929
C -4.436 -9.614 0.168
C -3.475 -8.550 0.748
O -3.614 -8.548 2.123
C -2.723 -7.697 2.779
N -3.971 -9.848 -1.275
H -4.761 -10.105 -1.847
H -3.359 -9.128 -1.713
H -3.522 -10.753 -1.314
H -3.456 -11.158 1.238
H -4.981 -11.655 0.343
H -5.055 -10.854 1.914
H -5.434 -9.193 0.087
H -3.712 -7.522 0.374
H -2.388 -8.667 0.490
H -2.886 -6.646 2.587
H -1.699 -7.927 2.361
H -2.723 -7.754 3.872
C 3.258 2.470 3.273
C 3.437 3.339 2.092
C 4.884 3.232 1.649
O 5.018 4.113 0.541
C 5.908 3.761 -0.483
N 2.528 2.860 0.979
H 2.798 3.301 0.079
H 2.693 1.814 0.767
H 1.535 3.145 1.108
H 3.995 2.603 4.033
H 3.373 1.418 2.928
H 2.229 2.671 3.711
H 3.270 4.407 2.256
H 5.092 2.170 1.449
H 5.527 3.654 2.400
H 6.977 4.011 -0.338
H 5.672 4.254 -1.404
H 5.874 2.686 -0.709
Br -1.564 -7.713 -2.247
Br -0.108 4.653 -0.179
Br -0.229 -3.955 2.506
Br -2.450 1.510 -4.474
Br 3.466 -0.170 0.328
*
```

Calculated values
HOMO: -17.51 eV
gap between HOMO and LUMO: 5.03 eV